[1]
12
Properties=species:S:1:pos:R:3:forces:R:3:lowdin_charge:R:1 method="wB97M-V/def2-TZVPD" de_lowest_kcal_mol=7.4 spin_multiplicity=1 total_charge=-1 largest_force_ev_per_a=0.6
C -0.909 1.390 1.932 -0.463 -0.404 0.057 -0.5109
S 0.177 0.088 2.587 -0.177 0.124 -0.162 0.5326
H -0.881 1.433 0.843 0.370 0.039 0.084 -0.0032
H -0.657 2.335 2.400 0.142 0.151 -0.064 0.0084
H -1.933 1.131 2.199 -0.050 0.150 0.065 0.0141
C 0.542 1.186 -2.130 0.046 0.575 0.022 -0.5907
S 0.914 -0.295 -1.183 0.153 -0.167 -0.051 0.0696
S -0.912 -1.257 -1.076 -0.026 0.023 0.132 -0.3149
H -0.440 1.524 -1.831 -0.423 0.043 -0.005 -0.0150
H 1.228 1.987 -1.848 0.263 -0.056 0.042 0.0053
H 0.567 1.101 -3.218 -0.034 -0.346 -0.020 0.0098
H -0.328 -0.828 1.739 0.200 -0.131 -0.100 -0.2052

[2]
12
Properties=species:S:1:pos:R:3:forces:R:3:lowdin_charge:R:1 method="wB97M-V/def2-TZVPD" de_lowest_kcal_mol=16.0 smiles="B=[PH](C)C" spin_multiplicity=1 largest_force_ev_per_a=6.1
B -1.150 1.511 -0.719 1.591 -0.397 0.596 -0.2404
C -0.328 -0.463 1.609 -1.139 -3.538 -0.316 -0.3157
C 0.800 -0.693 -1.343 0.202 -0.172 0.157 -0.2856
P 0.047 0.255 -0.006 -2.867 5.056 -1.699 0.6684
H -1.653 2.575 -0.968 -0.085 -0.833 0.195 -0.1044
H -1.036 -1.401 1.498 1.352 1.664 -0.012 0.0859
H 0.528 -0.803 2.165 0.486 -0.069 0.378 0.0184
H -0.930 0.234 2.161 0.060 0.622 -0.007 0.0229
H 0.147 -0.792 -2.228 0.208 0.446 0.692 0.0566
H 1.734 -0.163 -1.590 -0.434 -0.410 -0.041 0.0560
H 0.979 -1.661 -0.956 0.802 -1.427 0.100 0.0093
H 0.860 1.401 0.377 -0.175 -0.942 -0.042 0.0285

[3]
21
Properties=species:S:1:pos:R:3:forces:R:3:lowdin_charge:R:1 method="wB97M-V/def2-TZVPD" de_lowest_kcal_mol=0.0 spin_multiplicity=1 total_charge=-2 largest_force_ev_per_a=3.6
Ba -0.806 0.523 -0.280 2.525 -1.025 -2.420 2.0331
C 1.841 -1.750 -0.733 -0.233 -0.343 -1.121 -0.8840
O 0.539 -1.810 -0.964 -0.037 0.615 0.831 -0.3007
O 2.666 -1.850 -1.677 -0.190 -0.203 1.215 -0.0966
O 2.216 -1.589 0.537 0.074 -0.120 -0.579 -0.1533
C 0.562 1.052 -3.108 0.462 -1.359 0.993 -0.9745
O 1.416 0.836 -4.003 -0.905 0.922 0.129 -0.1194
O 0.849 1.771 -2.008 -0.460 0.339 0.175 -0.3865
O -0.609 0.440 -3.054 -0.269 0.794 0.123 -0.3516
O 0.452 -0.906 1.946 -1.870 0.916 1.342 -0.2881
H 1.193 -1.296 1.269 1.349 -0.414 -0.873 -0.0887
H 0.638 -1.294 2.802 0.047 -0.036 -0.027 -0.0281
O 1.016 2.071 0.884 0.166 0.886 0.165 -0.2191
H 1.552 2.485 0.186 -0.186 -0.445 -0.358 0.0409
H 1.348 2.389 1.726 0.143 -0.238 0.022 0.0351
O -2.288 1.534 1.833 -0.508 0.272 0.307 -0.1742
H -2.774 0.919 2.390 0.149 -0.137 0.053 0.0451
H -2.482 2.406 2.190 0.075 0.051 -0.022 0.0447
O -2.216 -1.690 0.142 -0.939 -0.471 0.010 -0.2199
H -3.067 -1.939 0.512 0.004 -0.120 -0.072 0.0311
H -2.048 -2.302 -0.591 0.602 0.117 0.106 0.0547

[4]
14
Properties=species:S:1:pos:R:3:forces:R:3:lowdin_charge:R:1 method="wB97M-V/def2-TZVPD" de_lowest_kcal_mol=57.6 spin_multiplicity=1 total_charge=+2 largest_force_ev_per_a=4.9
C 0.592 0.219 0.381 -1.211 3.312 1.164 -0.1834
C 0.284 -0.713 -0.748 -0.524 -1.633 2.458 -0.0367
N 1.732 0.813 0.641 -1.423 1.561 1.489 0.2091
N -0.934 0.914 1.157 3.220 -2.705 -2.432 -0.3727
N -1.186 -1.236 -0.702 1.848 1.671 1.392 0.2609
Br -1.003 2.369 0.005 -0.432 0.571 0.014 0.8404
H 0.547 -0.390 -1.716 -0.047 0.864 -1.204 0.1428
H 0.965 -1.552 -0.563 -0.280 -0.320 -0.038 0.1668
H 2.649 0.978 0.098 -1.747 -1.062 0.658 0.2253
H 1.617 1.532 1.470 0.747 -1.725 -1.951 0.2080
H -0.696 1.180 2.103 0.407 0.399 0.456 0.0430
H -1.698 -1.104 0.202 0.490 0.647 -0.616 0.1863
H -1.222 -2.199 -0.860 0.233 -2.395 -0.538 0.1526
H -1.645 -0.812 -1.470 -1.282 0.815 -0.851 0.1575

[5]
16
Properties=species:S:1:pos:R:3:forces:R:3:lowdin_charge:R:1 method="wB97M-V/def2-TZVPD" de_lowest_kcal_mol=2.7 spin_multiplicity=1 total_charge=-2 largest_force_ev_per_a=3.4
Cu -0.410 -0.335 -0.380 -0.373 -0.715 0.410 0.3394
Cu -1.419 1.236 -2.081 0.579 -1.003 1.137 0.3171
C 1.958 2.309 -1.097 -0.403 -0.971 0.485 -0.4416
O 0.892 1.702 -1.663 -1.161 -0.432 -0.656 -0.3865
H 2.560 2.942 -1.748 0.126 0.822 -0.505 0.0241
H 1.732 2.824 -0.163 -0.239 0.967 0.395 0.0365
H 2.691 1.592 -0.725 0.690 -0.753 0.101 0.0310
C 0.135 -2.459 2.699 -0.320 2.324 -2.399 -0.4098
O -0.001 -1.744 1.487 0.195 -1.074 -0.127 -0.4378
H 1.075 -2.097 3.115 0.130 0.123 1.280 0.0234
H -0.791 -2.242 3.231 0.036 0.043 1.272 0.0282
H 0.234 -3.544 2.723 -0.019 -0.931 -0.697 0.0067
O -1.198 -0.964 -2.425 -0.151 0.594 -0.442 -0.4620
H -1.948 -1.492 -2.759 0.496 0.574 0.654 -0.1015
O -2.296 0.971 -0.105 -0.318 0.849 -0.907 -0.4556
H -3.215 1.304 -0.108 0.732 -0.417 -0.001 -0.1117

[6]
29
Properties=species:S:1:pos:R:3:forces:R:3:lowdin_charge:R:1 method="wB97M-V/def2-TZVPD" energy_ev=-65067.959 spin_multiplicity=2 largest_force_ev_per_a=6.0
Na 3.934 5.485 16.683 0.755 -0.194 -0.039 0.4903
C 1.320 1.517 17.491 1.248 -0.360 0.844 -0.5210
F 1.349 1.708 18.846 0.365 -0.666 -3.028 0.1733
F 2.502 1.341 16.858 -1.413 0.748 1.844 0.1849
F 0.529 0.592 17.078 -0.538 -0.224 0.789 0.2384
S 0.664 3.180 16.615 0.750 4.121 -4.248 0.6543
O 0.215 2.786 15.287 0.193 -0.811 1.933 -0.2246
O -0.373 3.768 17.498 -0.089 -1.408 0.944 -0.1129
O 1.838 4.055 16.541 -0.329 -1.244 0.984 -0.2787
C 9.002 5.895 17.242 0.423 -0.837 0.933 -0.4540
F 8.667 4.589 17.610 0.081 1.660 -1.197 0.0407
F 9.826 6.277 18.291 -1.122 0.081 -2.028 0.0662
F 9.749 5.837 16.062 -1.487 0.182 2.245 0.0643
S 7.380 7.095 17.130 1.076 3.474 0.893 0.5040
O 7.974 8.415 16.833 -0.148 -2.363 0.372 -0.3354
O 6.476 6.647 16.109 -0.295 -1.689 -1.390 -0.3381
O 6.713 7.051 18.427 0.856 -0.876 0.205 -0.3495
O 3.013 7.453 15.864 -0.190 -0.540 -0.036 -0.0323
H 3.352 8.303 15.582 0.369 0.161 -0.058 0.0728
H 2.395 7.661 16.564 -0.203 0.277 0.284 0.0534
O 3.707 4.574 19.119 -0.049 -0.082 -0.610 -0.0200
H 2.755 4.667 19.149 -0.352 0.039 0.105 0.0381
H 3.998 4.800 20.003 0.297 0.181 0.212 0.0640
O 4.001 7.908 18.938 -1.003 -0.051 -0.051 -0.0588
H 4.536 8.433 19.533 0.299 0.095 0.001 0.0433
H 4.568 7.179 18.685 0.772 0.020 0.052 -0.0243
O 5.731 3.603 16.284 -0.556 0.136 0.083 -0.0271
H 6.432 3.960 15.737 0.342 0.417 -0.061 0.0412
H 5.701 2.673 16.059 -0.050 -0.245 0.021 0.0476

[7]
15
Properties=species:S:1:pos:R:3:forces:R:3:lowdin_charge:R:1 method="wB97M-V/def2-TZVPD" de_lowest_kcal_mol=0.0 spin_multiplicity=4 total_charge=+3 largest_force_ev_per_a=2.4
Mg -1.473 0.515 -1.069 0.131 0.163 1.050 1.3994
V 1.209 1.998 1.603 0.820 -0.432 -2.228 1.5749
F -0.151 1.324 0.097 0.159 0.104 0.374 -0.4934
C 3.036 0.342 -0.572 0.836 0.765 -0.377 -0.0173
O 2.830 1.673 0.040 -1.441 -0.110 1.614 -0.2052
H 4.031 0.414 -1.010 -0.146 -0.345 -0.270 0.1216
H 3.087 -0.449 0.171 -0.328 0.176 0.225 0.1062
H 2.273 0.219 -1.334 0.086 -0.258 0.016 0.0848
H 3.395 2.334 -0.385 0.009 0.014 0.125 0.1342
C -3.058 -1.741 0.266 -1.884 -1.217 0.144 -0.0183
O -2.520 -0.385 0.323 0.574 0.243 -0.411 -0.1807
H -4.130 -1.673 0.062 0.147 0.128 -0.130 0.1195
H -2.629 -2.366 -0.515 0.514 0.457 -0.045 0.1106
H -2.992 -2.260 1.222 0.540 0.301 0.059 0.1200
H -2.906 0.053 1.098 -0.017 0.011 -0.148 0.1436

[8]
13
Properties=species:S:1:pos:R:3:forces:R:3:lowdin_charge:R:1 method="wB97M-V/def2-TZVPD" de_lowest_kcal_mol=81.7 spin_multiplicity=1 total_charge=+1 largest_force_ev_per_a=4.8
C 0.023 0.991 -0.506 4.466 1.280 1.213 -0.0373
C -0.460 -0.379 -0.761 -2.318 -0.675 0.121 -0.2028
N 1.542 0.667 0.844 -2.951 -0.838 -2.665 -0.5594
N -0.332 -1.120 0.604 -1.286 1.213 -2.020 0.1469
I 3.256 0.111 -0.165 -0.605 0.362 0.378 0.7715
H 0.633 1.465 -1.313 -0.892 -0.324 0.622 0.0962
H -0.544 1.726 0.104 0.040 -0.885 -0.576 0.1146
H -0.168 -1.014 -1.602 1.504 0.395 0.465 0.1301
H -1.521 -0.290 -1.133 0.385 -0.057 1.198 0.1475
H 1.572 1.560 1.276 0.606 1.124 0.194 -0.0281
H -1.178 -0.853 1.128 -0.197 -1.712 -0.201 0.1667
H 0.320 -0.413 1.083 1.862 -1.123 -0.127 0.0624
H -0.051 -2.110 0.381 -0.615 1.237 1.400 0.1917

[9]
16
Properties=species:S:1:pos:R:3:forces:R:3:lowdin_charge:R:1 method="wB97M-V/def2-TZVPD" de_lowest_kcal_mol=8.3 spin_multiplicity=1 largest_force_ev_per_a=5.0
C -2.984 -0.185 -0.988 -2.441 0.924 1.258 -0.1429
C 2.396 1.194 0.687 -0.207 -4.996 0.253 -0.7383
N 0.689 -1.195 0.043 1.025 1.327 1.514 -0.4104
N -2.131 0.275 -1.778 1.114 -0.579 -0.206 0.0175
N 0.846 -1.485 1.505 -0.303 2.014 -1.206 -0.0680
O 0.022 1.451 -0.002 -0.652 0.521 0.869 -0.3976
S 1.081 0.263 -0.408 -0.386 0.757 -0.725 0.7174
I 4.106 0.632 -0.500 0.391 0.156 0.356 0.6946
H -3.668 -0.983 -1.279 0.334 -0.542 0.283 0.0623
H -3.334 0.357 -0.039 0.965 -0.576 -1.269 0.0903
H 2.296 0.362 1.536 0.709 2.537 -1.036 0.0339
H 2.495 2.257 0.854 -0.930 -0.095 0.105 0.0000
H -2.016 -0.426 -2.532 0.017 0.852 0.058 0.0705
H -0.808 1.443 -0.512 0.260 -0.559 -0.382 0.0057
H -0.056 -1.535 1.930 -1.051 0.596 0.211 0.0445
H 1.068 -2.426 1.483 1.153 -2.337 -0.085 0.0205

[10]
11
Properties=species:S:1:pos:R:3:forces:R:3:lowdin_charge:R:1 method="wB97M-V/def2-TZVPD" de_lowest_kcal_mol=31.2 spin_multiplicity=1 total_charge=+1 largest_force_ev_per_a=0.8
N 0.885 0.154 2.367 -0.198 0.004 0.767 0.3304
H 0.585 -0.823 2.444 0.133 -0.011 -0.312 0.1669
H 1.735 0.282 2.928 0.002 0.011 -0.238 0.1678
H 1.023 0.443 1.397 0.056 -0.121 -0.092 0.1295
H 0.143 0.719 2.790 0.012 0.135 -0.111 0.1664
C -0.655 0.213 -1.070 0.174 0.400 0.335 -0.0882
C -0.582 -0.429 -2.218 -0.026 -0.205 -0.501 -0.0432
H -0.047 -0.086 -0.218 -0.016 -0.287 -0.075 -0.0048
H -1.252 1.102 -0.905 -0.099 -0.083 -0.187 0.0536
H 0.033 -1.301 -2.393 0.123 -0.010 0.283 0.0583
H -1.139 -0.122 -3.093 -0.162 0.167 0.132 0.0635